C49H84FNO23 | wB97M-V/def2-TZVPD

Calculated values
SMILES string: O=C(F)NC(=O)[C@H]1C[C@@H](COc2ccccc2)OC1=O.CCOC(C)=O.CCOC(C)=O.CCOC(C)=O.CCOC(C)=O.CCOC(C)=O.CCOC(C)=O.CCOC(C)=O.CCOC(C)=O.CCOC(C)=O
Orbital gap (eV): 6.58
LUMO level (eV): -1.213
HOMO (eV): -7.80

Geometry as ORCA input:
```
! RIJCOSX wB97M-V def2-TZVPD def2/J DEFGRID3
* xyz 0 1
O 4.282 1.673 3.565
C 3.838 0.392 3.682
F 4.828 -0.682 3.414
N 2.396 0.132 4.072
C 1.637 -0.587 2.937
O 1.535 -1.931 3.099
C 0.966 0.211 1.669
C 1.787 1.504 1.017
C 1.419 1.574 -0.608
C 2.794 1.326 -1.512
O 3.242 -0.041 -1.203
C 4.505 -0.384 -1.874
C 4.867 -2.007 -1.958
C 6.208 -2.628 -2.685
C 7.239 -1.553 -3.386
C 6.900 0.066 -3.280
C 5.567 0.683 -2.548
O 0.506 0.401 -0.717
C 0.489 -0.653 0.351
O 0.202 -1.961 0.206
H 2.458 -0.501 4.919
H -0.078 0.592 2.104
H 2.927 1.589 1.324
H 1.332 2.421 1.625
H 0.882 2.612 -0.681
H 2.528 1.523 -2.634
H 3.594 2.128 -1.158
H 4.109 -2.778 -1.485
H 6.346 -3.796 -2.659
H 8.183 -1.992 -3.938
H 7.688 0.807 -3.781
H 5.358 1.836 -2.488
O -0.042 -0.265 9.859
C 0.061 -1.290 9.186
O 0.859 -1.316 8.098
C 1.172 -2.500 7.340
C 0.080 -2.803 6.333
C -0.764 -2.501 9.515
H 1.385 -3.344 8.002
H 2.103 -2.286 6.803
H -0.878 -3.002 6.823
H 0.345 -3.673 5.727
H -0.079 -1.945 5.671
H -1.772 -2.366 9.112
H -0.818 -2.598 10.603
H -0.345 -3.434 9.146
O 2.524 6.464 9.555
C 2.372 5.263 9.777
O 1.907 4.443 8.812
C 1.843 3.008 8.916
C 0.591 2.572 9.650
C 2.621 4.707 11.149
H 2.758 2.607 9.363
H 1.808 2.624 7.890
H 0.571 2.952 10.676
H 0.522 1.482 9.684
H -0.301 2.968 9.152
H 1.750 4.909 11.780
H 3.499 5.205 11.571
H 2.841 3.642 11.161
O 3.696 2.055 -3.948
C 3.118 2.273 -5.013
O 3.248 1.417 -6.048
C 2.496 1.494 -7.274
C 3.126 2.482 -8.235
C 2.331 3.536 -5.205
H 1.442 1.709 -7.074
H 2.527 0.493 -7.720
H 3.137 3.495 -7.824
H 2.580 2.501 -9.182
H 4.169 2.212 -8.433
H 3.018 4.354 -5.438
H 1.802 3.760 -4.274
H 1.569 3.468 -5.979
O -6.856 -2.066 1.309
C -5.681 -2.280 1.014
O -5.009 -3.303 1.583
C -3.692 -3.735 1.194
C -2.625 -2.890 1.862
C -4.951 -1.357 0.083
H -3.593 -3.759 0.105
H -3.592 -4.771 1.536
H -2.699 -1.839 1.567
H -1.627 -3.252 1.603
H -2.741 -2.919 2.951
H -4.626 -0.472 0.639
H -5.638 -1.053 -0.713
H -4.096 -1.812 -0.411
O -1.062 2.465 -8.742
C -0.959 1.440 -9.415
O -0.161 1.414 -10.503
C 0.152 0.231 -11.261
C -0.940 -0.073 -12.268
C -1.784 0.230 -9.086
H 0.365 -0.614 -10.599
H 1.083 0.444 -11.798
H -1.897 -0.272 -11.778
H -0.675 -0.943 -12.874
H -1.099 0.785 -12.930
H -2.792 0.364 -9.489
H -1.838 0.132 -7.998
H -1.365 -0.704 -9.455
O -6.287 -5.604 7.387
C -6.865 -5.386 6.322
O -6.735 -6.242 5.287
C -7.487 -6.166 4.062
C -6.857 -5.177 3.100
C -7.652 -4.124 6.130
H -8.541 -5.950 4.262
H -7.456 -7.166 3.616
H -6.846 -4.164 3.512
H -7.403 -5.159 2.153
H -5.814 -5.448 2.902
H -6.965 -3.305 5.897
H -8.181 -3.899 7.061
H -8.414 -4.191 5.356
O -5.931 6.429 8.793
C -4.756 6.215 8.498
O -4.084 5.192 9.067
C -2.766 4.760 8.678
C -1.700 5.605 9.346
C -4.026 7.138 7.567
H -2.668 4.736 7.589
H -2.666 3.724 9.020
H -1.773 6.656 9.051
H -0.701 5.243 9.086
H -1.815 5.576 10.435
H -3.700 8.023 8.123
H -4.712 7.442 6.771
H -3.170 6.683 7.073
O 2.945 -6.430 -2.671
C 2.130 -6.374 -1.752
O 1.608 -5.189 -1.372
C 0.537 -5.031 -0.423
C 1.064 -5.058 0.998
C 1.768 -7.610 -0.981
H -0.252 -5.769 -0.596
H 0.090 -4.050 -0.619
H 1.540 -6.014 1.235
H 0.255 -4.890 1.714
H 1.827 -4.285 1.138
H 2.550 -7.814 -0.244
H 1.702 -8.448 -1.681
H 0.802 -7.554 -0.483
O 1.674 0.755 -15.008
C 1.810 1.940 -14.710
O 1.032 2.501 -13.761
C 1.214 3.826 -13.229
C 0.569 4.864 -14.126
C 2.785 2.804 -15.457
H 2.272 4.029 -13.038
H 0.716 3.840 -12.252
H 1.020 4.873 -15.122
H 0.667 5.863 -13.693
H -0.495 4.641 -14.265
H 2.333 3.118 -16.402
H 3.683 2.215 -15.662
H 3.115 3.679 -14.902
*
```

***

C51H63NO23 | wB97M-V/def2-TZVPD

Calculated values
SMILES string: Oc1ccc(O)cc1.Oc1ccc(O)cc1.Oc1ccc(O)cc1.Oc1ccc(O)cc1.Oc1ccc(O)cc1.Oc1ccc(O)cc1.COCCNCCOC.O=C1OCCO1.O=C1OCCO1.O=C1OCCO1
Orbital gap (eV): 7.23
LUMO level (eV): 0.280
HOMO (eV): -6.95

Geometry as ORCA input:
```
! RIJCOSX wB97M-V def2-TZVPD def2/J DEFGRID3
* xyz 0 1
C -3.670 4.431 -1.853
O -2.775 3.305 -1.675
C -2.915 2.230 -2.624
C -4.121 1.321 -2.271
N -4.039 0.969 -0.858
C -5.286 0.635 -0.180
C -4.942 0.821 1.319
O -4.581 2.198 1.485
C -4.297 2.548 2.838
H -3.382 4.859 -2.814
H -3.483 5.125 -1.034
H -4.752 4.304 -1.832
H -2.086 1.536 -2.764
H -3.074 2.618 -3.631
H -4.157 0.443 -2.917
H -5.133 1.646 -2.516
H -3.468 1.636 -0.360
H -5.764 -0.303 -0.465
H -6.077 1.322 -0.485
H -4.120 0.227 1.719
H -5.946 0.617 1.693
H -5.039 2.239 3.574
H -4.032 3.595 2.983
H -3.335 2.089 3.071
C 0.580 0.806 -0.400
C -0.775 0.453 -0.249
C -1.105 -0.895 -0.417
C -0.213 -1.940 -0.741
C 1.103 -1.580 -0.755
C 1.462 -0.229 -0.587
O 2.802 0.072 -0.757
O -2.425 -1.237 -0.296
H 0.865 1.846 -0.351
H -1.528 1.224 -0.190
H -0.503 -2.975 -0.850
H 1.837 -2.363 -0.876
H 3.174 -0.231 -1.589
H -3.061 -0.617 -0.664
C 4.422 5.915 -2.210
C 3.140 5.351 -2.086
C 2.975 3.961 -2.206
C 4.013 3.191 -2.648
C 5.248 3.771 -2.904
C 5.475 5.112 -2.627
O 6.754 5.669 -2.621
O 1.745 3.486 -2.031
H 4.528 6.989 -2.184
H 2.379 6.065 -1.805
H 3.833 2.140 -2.818
H 6.044 3.118 -3.232
H 7.267 5.184 -3.272
H 1.182 3.949 -1.404
C -1.039 -0.082 3.023
C -0.303 1.074 3.088
C -0.217 1.805 4.282
C -0.891 1.351 5.405
C -1.576 0.142 5.386
C -1.722 -0.503 4.200
O -2.407 -1.665 4.154
O 0.612 2.899 4.364
H -1.008 -0.731 2.160
H 0.302 1.306 2.223
H -0.801 1.774 6.394
H -2.129 -0.225 6.238
H -2.891 -1.664 3.324
H 0.868 3.238 3.503
C -1.338 5.372 2.662
C -1.444 4.737 1.476
C -0.390 4.909 0.589
C 0.717 5.672 0.953
C 0.834 6.282 2.203
C -0.239 6.119 3.067
O -0.243 6.589 4.324
O -0.443 4.112 -0.580
H -2.110 5.320 3.416
H -2.230 4.084 1.125
H 1.523 5.808 0.248
H 1.765 6.824 2.283
H 0.442 7.203 4.600
H -1.222 3.904 -1.101
C -4.651 -5.827 2.847
C -4.385 -4.424 2.911
C -4.027 -3.712 1.745
C -4.087 -4.314 0.458
C -4.658 -5.589 0.447
C -4.835 -6.354 1.612
O -5.255 -7.607 1.558
O -3.541 -2.396 1.886
H -5.004 -6.418 3.679
H -4.527 -3.884 3.835
H -3.927 -3.829 -0.494
H -4.772 -6.060 -0.518
H -5.678 -7.964 2.342
H -2.784 -2.311 1.299
C 3.675 -2.490 -3.582
C 3.171 -3.775 -3.327
C 1.810 -4.012 -3.577
C 0.920 -2.989 -3.848
C 1.383 -1.663 -3.913
C 2.753 -1.459 -3.790
O 3.297 -0.218 -3.960
O 1.412 -5.318 -3.434
H 4.713 -2.192 -3.601
H 3.951 -4.502 -3.155
H -0.065 -3.364 -4.087
H 0.642 -0.924 -4.182
H 2.647 0.459 -4.163
H 0.481 -5.539 -3.362
C 5.279 2.369 0.643
C 5.315 1.054 1.446
O 4.330 1.369 2.366
C 3.660 2.461 2.129
O 2.708 2.970 2.784
O 4.173 3.031 1.138
H 5.247 2.216 -0.436
H 6.156 3.009 0.735
H 6.274 0.833 1.913
H 4.872 0.292 0.804
C 5.805 -3.991 0.753
C 4.581 -3.424 0.076
O 5.054 -2.321 -0.638
C 6.451 -2.334 -0.684
O 7.137 -1.598 -1.380
O 6.846 -3.478 -0.047
H 5.727 -5.070 0.616
H 5.885 -3.803 1.823
H 3.765 -3.259 0.779
H 4.398 -4.186 -0.683
C -0.860 -7.365 -1.067
C -2.016 -7.815 -1.982
O -2.435 -6.598 -2.507
C -1.779 -5.510 -1.978
O -2.115 -4.345 -2.128
O -0.838 -5.941 -1.015
H -0.004 -7.705 -1.649
H -0.892 -7.704 -0.031
H -2.787 -8.214 -1.323
H -1.758 -8.569 -2.726
*
```

***

C42H43N4O2S3TeW | wB97M-V/def2-TZVPD

Calculated values
Relative energy (zero: lowest compared OMol25 entry of this formula, charge and spin) (kJ/mol): 8.5
Orbital gap (spin up / spin down) (eV): 5.15 / 5.15
LUMO level (spin up / spin down) (eV): -10.784 / -10.780
HOMO (spin up / spin down) (eV): -15.93 / -15.93

Geometry as ORCA input:
```
! RIJCOSX wB97M-V def2-TZVPD def2/J DEFGRID3
* xyz 3 1
W 0.495 0.633 -0.545
O 1.761 3.361 2.005
C 0.885 2.732 1.495
N 0.839 2.496 0.054
C 1.653 3.366 -0.698
C 1.890 4.708 -0.429
C 2.704 5.401 -1.304
C 3.278 4.761 -2.404
C 3.079 3.415 -2.648
C 2.267 2.709 -1.760
N 1.910 1.342 -1.763
C 2.785 0.483 -2.502
O 3.832 0.812 -2.965
C 2.268 -0.897 -2.578
C 2.864 -1.816 -3.414
C 2.309 -3.082 -3.504
C 1.183 -3.347 -2.742
C 0.673 -2.369 -1.911
N 1.200 -1.140 -1.807
C -0.194 2.033 2.170
C -0.428 2.213 3.475
C -1.458 1.643 4.321
C -2.222 0.575 4.071
C -2.225 -0.344 2.890
N -0.912 1.154 1.279
H 1.428 5.209 0.408
H 2.894 6.452 -1.139
H 3.897 5.329 -3.086
H 3.541 2.953 -3.503
H 3.734 -1.513 -3.981
H 2.733 -3.834 -4.157
H 0.693 -4.310 -2.775
H -0.189 -2.604 -1.318
H 0.245 2.923 3.946
H -1.596 2.146 5.269
H -2.946 0.298 4.830
H -3.176 -0.245 2.367
C -5.374 -0.449 1.592
C -4.915 0.973 1.242
S -3.520 1.066 0.066
C -2.212 1.915 0.943
C -1.065 -0.174 1.941
S -0.799 -1.410 0.636
C -2.372 -1.926 -0.182
C -3.509 -2.416 0.734
S -5.139 -1.722 0.325
H -6.452 -0.421 1.759
H -4.948 -0.816 2.526
H -4.687 1.554 2.138
H -5.722 1.497 0.731
H -2.599 2.282 1.894
H -1.869 2.766 0.358
H -2.189 -1.371 3.267
H -0.145 -0.314 2.516
H -2.030 -2.765 -0.788
H -2.687 -1.126 -0.838
H -3.315 -2.281 1.796
H -3.616 -3.491 0.595
C -1.901 0.471 -5.151
C -2.736 0.671 -3.864
C -3.450 2.038 -3.912
C -3.747 -0.473 -3.695
C -1.805 0.674 -2.753
C -1.011 0.694 -1.809
H -2.588 0.453 -5.997
H -1.360 -0.476 -5.132
H -1.196 1.289 -5.297
H -4.116 2.043 -4.775
H -2.736 2.853 -4.023
H -4.045 2.204 -3.014
H -4.442 -0.451 -4.534
H -4.323 -0.367 -2.775
H -3.250 -1.444 -3.695
Te 2.802 -0.076 1.101
C 3.561 -1.914 0.420
C 2.789 -3.056 0.227
C 3.409 -4.233 -0.160
C 4.783 -4.264 -0.368
C 5.544 -3.117 -0.192
C 4.937 -1.934 0.206
C 2.221 -0.546 3.082
C 1.771 -1.807 3.464
C 1.445 -2.036 4.792
C 1.566 -1.015 5.729
C 2.021 0.238 5.341
C 2.353 0.478 4.015
H 1.716 -3.039 0.382
H 2.822 -5.134 -0.289
H 5.263 -5.189 -0.658
H 6.614 -3.142 -0.346
H 5.541 -1.048 0.364
H 1.696 -2.615 2.750
H 1.119 -3.020 5.102
H 1.326 -1.204 6.767
H 2.144 1.024 6.074
H 2.733 1.452 3.724
*
```

***

C40H34BO6 | wB97M-V/def2-TZVPD

Calculated values
Orbital gap (eV): 4.77
LUMO level (eV): 0.394
HOMO (eV): -4.37

Geometry as ORCA input:
```
! RIJCOSX wB97M-V def2-TZVPD def2/J DEFGRID3
* xyz -1 1
C 0.517 -0.305 2.846
C 0.227 -0.884 1.482
C 0.919 -2.046 1.122
C 0.702 -2.667 -0.106
C -0.219 -2.119 -0.991
C -0.906 -0.968 -0.630
C -0.708 -0.309 0.597
C -1.483 0.928 0.913
B -2.963 0.643 1.638
C -4.223 0.929 0.600
C -4.862 -0.324 -0.003
C -5.788 -1.089 0.952
C -5.095 -1.930 1.961
O -5.232 -1.813 3.142
O -4.306 -2.894 1.440
H -0.203 0.451 3.130
H 1.514 0.137 2.866
H 0.470 -1.081 3.605
H 1.630 -2.486 1.808
H 1.260 -3.556 -0.363
H -0.390 -2.584 -1.950
H -1.621 -0.539 -1.323
H -1.591 1.498 -0.013
H -0.890 1.541 1.585
H -3.007 -0.474 2.143
H -3.055 1.446 2.572
H -5.005 1.503 1.105
H -3.885 1.545 -0.238
H -4.094 -0.981 -0.408
H -5.486 -0.042 -0.859
H -6.414 -1.741 0.338
H -6.439 -0.396 1.470
H -3.647 -3.066 2.126
C 7.077 -5.296 -4.607
C 6.625 -4.482 -3.573
C 5.267 -4.295 -3.377
C 4.355 -4.916 -4.221
C 4.808 -5.720 -5.269
C 6.172 -5.913 -5.453
C 3.849 -6.367 -6.209
O 4.244 -7.073 -7.115
C 2.394 -6.117 -6.007
C 1.481 -6.670 -6.897
C 0.125 -6.457 -6.716
C -0.327 -5.696 -5.642
C 0.578 -5.141 -4.754
C 1.940 -5.344 -4.937
C 2.897 -4.715 -3.984
O 2.501 -4.057 -3.048
H 8.138 -5.446 -4.753
H 7.335 -3.994 -2.918
H 4.906 -3.669 -2.573
H 6.514 -6.544 -6.262
H 1.839 -7.263 -7.727
H -0.584 -6.884 -7.413
H -1.387 -5.536 -5.500
H 0.236 -4.546 -3.918
C -3.094 8.257 5.490
C -3.761 7.152 4.967
C -3.065 6.196 4.247
C -1.700 6.346 4.041
C -1.032 7.461 4.552
C -1.735 8.412 5.283
C 0.427 7.657 4.315
O 1.009 8.623 4.767
C 1.148 6.635 3.504
C 2.499 6.815 3.230
C 3.184 5.867 2.489
C 2.526 4.732 2.022
C 1.180 4.549 2.288
C 0.488 5.503 3.024
C -0.967 5.296 3.276
O -1.530 4.309 2.869
H -3.640 8.999 6.059
H -4.825 7.037 5.124
H -3.571 5.329 3.842
H -1.210 9.268 5.684
H 3.005 7.696 3.599
H 4.235 6.009 2.273
H 3.065 3.990 1.449
H 0.658 3.671 1.929
*
```

***

| no. | total energy (hartree) |
| --- | --- |
| 1 | -3802.07563 |
| 2 | -3766.28674 |
| 3 | -3524.44075 |
| 4 | -2021.05238 |